Entry 1:
{"formula": "C21H45F8O9PSiTeZn", "method": "ωB97M-V with the def2-TZVPD basis set", "lumo_ev": 4.5, "homo_energy_ev": -4.0, "gap_ev": 8.453, "energy_ha": -4982.030311, "e_above_lowest_kcal_mol": 7.5, "charge": -2, "species": ["Zn", "F", "Te", "F", "F", "F", "F", "O", "C", "C", "C", "C", "O", "P", "O", "O", "O", "C", "C", "C", "C", "H", "H", "H", "H", "H", "H", "H", "H", "H", "H", "H", "H", "H", "H", "H", "H", "H", "H", "F", "C", "F", "F", "C", "C", "C", "C", "O", "Si", "O", "O", "C", "C", "C", "C", "O", "C", "C", "C", "C", "H", "H", "H", "H", "H", "H", "H", "H", "H", "H", "H", "H", "H", "H", "H", "H", "H", "H", "H", "H", "H", "H", "H", "H", "H", "H", "H"], "xyz": [[1.578809, -0.228295, 0.883657], [-0.073792, 1.774468, 4.608477], [0.771476, 2.014078, 2.912793], [0.136870, 3.782621, 2.849243], [2.114336, 2.783169, 1.784312], [-1.061361, 1.688656, 2.472948], [2.062829, 2.661881, 4.155311], [1.404120, 0.314342, 2.842132], [-2.348114, -3.650066, 3.341450], [-1.426303, -2.452476, 3.136336], [-2.071857, -1.433365, 2.203976], [-1.054837, -1.797223, 4.456517], [-0.175824, -2.964664, 2.617980], [0.113625, -3.158014, 1.057386], [-0.946747, -3.912769, 0.339915], [0.479899, -1.812736, 0.456267], [1.458717, -4.022835, 1.247611], [2.012463, -4.862886, 0.219430], [1.219732, -6.166124, 0.171810], [2.000907, -4.168895, -1.139153], [3.444691, -5.120628, 0.666278], [-3.300158, -3.326738, 3.770444], [-1.880420, -4.367097, 4.019837], [-2.529254, -4.137901, 2.383029], [-2.969427, -1.038094, 2.686401], [-2.356539, -1.895440, 1.257778], [-1.405383, -0.596004, 2.007537], [-1.949964, -1.419355, 4.956063], [-0.372791, -0.965281, 4.283305], [-0.564670, -2.525101, 5.107038], [0.182274, -5.955826, -0.085131], [1.247510, -6.650477, 1.150487], [1.654363, -6.843440, -0.568812], [0.976953, -3.988283, -1.467418], [2.497889, -4.805033, -1.877063], [2.527803, -3.216721, -1.085397], [3.446371, -5.578272, 1.657284], [3.993235, -4.180728, 0.712839], [3.943112, -5.794245, -0.035534], [3.406882, -0.709494, -1.327700], [3.435909, -0.542091, 0.046332], [4.064351, -1.693181, 0.483847], [4.392965, 0.426072, 0.228375], [-1.751227, -0.833785, -1.766440], [-0.696541, -0.164794, -2.639478], [-1.345115, 0.514625, -3.843085], [0.334254, -1.196508, -3.083682], [0.033610, 0.833112, -1.932426], [-0.261607, 1.897057, -0.721827], [0.478209, 1.397158, 0.604543], [0.251136, 3.376089, -1.234057], [1.547813, 3.810580, -1.646731], [1.421326, 4.170721, -3.125233], [1.882026, 5.039699, -0.810007], [2.614839, 2.739953, -1.455405], [-1.886910, 2.053762, -0.566809], [-2.770077, 3.149850, -0.389512], [-4.076800, 2.543912, 0.112750], [-2.981129, 3.829456, -1.741616], [-2.233587, 4.142950, 0.635624], [-2.218778, -1.653576, -2.317870], [-2.517669, -0.118858, -1.467687], [-1.283182, -1.252896, -0.876797], [-1.897737, -0.211012, -4.445723], [-0.580106, 0.983312, -4.466289], [-2.036499, 1.288569, -3.501031], [-0.135368, -1.979887, -3.684924], [0.789179, -1.650766, -2.204124], [1.118372, -0.713604, -3.670944], [0.648491, 4.931264, -3.260010], [1.136617, 3.282542, -3.692981], [2.367515, 4.552795, -3.517394], [1.102963, 5.796229, -0.933539], [2.840695, 5.466869, -1.116809], [1.937934, 4.759587, 0.242131], [2.379488, 1.840868, -2.026687], [2.708497, 2.476396, -0.403816], [3.581930, 3.120797, -1.794104], [-4.445139, 1.806852, -0.604033], [-4.837694, 3.316320, 0.251112], [-3.898832, 2.041259, 1.064141], [-3.384816, 3.112042, -2.460759], [-2.027831, 4.203024, -2.117439], [-3.681199, 4.664398, -1.649295], [-2.051650, 3.641806, 1.584110], [-2.961148, 4.945968, 0.789807], [-1.294939, 4.580398, 0.296104]], "forces_ev_per_angstrom": [[0.101, -0.144, 0.030], [-0.018, 0.016, 0.002], [0.082, -0.019, 0.219], [-0.028, -0.013, 0.034], [-0.058, -0.003, -0.012], [0.012, 0.015, -0.019], [0.052, -0.026, -0.022], [-0.082, 0.117, -0.054], [-0.008, -0.009, 0.003], [-0.002, 0.000, -0.017], [-0.007, 0.017, -0.001], [0.003, 0.002, 0.015], [-0.009, 0.006, 0.025], [-0.023, 0.112, -0.135], [-0.004, -0.012, 0.046], [0.020, -0.102, 0.037], [0.076, -0.034, 0.017], [-0.035, 0.001, -0.006], [-0.007, -0.013, -0.009], [-0.003, -0.004, 0.010], [0.004, 0.007, 0.004], [-0.003, 0.005, 0.006], [-0.001, -0.003, 0.001], [0.001, -0.001, 0.001], [-0.006, -0.003, -0.007], [-0.005, -0.008, -0.003], [0.009, 0.001, 0.003], [-0.003, 0.002, 0.000], [0.005, 0.007, -0.003], [-0.002, -0.004, 0.003], [0.005, 0.003, 0.001], [0.001, -0.002, 0.002], [0.005, -0.004, -0.002], [-0.011, 0.003, -0.001], [0.002, -0.002, 0.011], [0.002, 0.012, -0.002], [0.002, 0.000, 0.004], [0.004, 0.009, 0.001], [0.002, 0.001, -0.001], [-0.006, -0.006, -0.046], [-0.058, 0.065, 0.026], [0.021, -0.068, 0.033], [0.021, 0.048, 0.002], [-0.018, 0.013, 0.025], [0.000, 0.025, -0.021], [-0.026, 0.011, -0.009], [-0.004, 0.024, -0.001], [0.045, -0.069, 0.006], [-0.041, -0.017, 0.041], [-0.022, 0.002, -0.197], [0.047, 0.031, 0.017], [-0.059, -0.008, -0.041], [0.014, 0.014, -0.008], [-0.009, 0.019, -0.007], [0.040, 0.001, 0.022], [-0.025, -0.002, -0.029], [0.019, 0.025, 0.008], [0.007, -0.022, -0.004], [-0.005, -0.002, -0.014], [-0.022, 0.021, 0.000], [-0.007, 0.002, -0.007], [-0.003, 0.004, -0.002], [0.007, -0.010, 0.002], [-0.005, 0.001, -0.008], [0.003, 0.003, -0.005], [0.014, -0.022, -0.008], [-0.005, 0.009, 0.003], [0.004, -0.002, 0.012], [0.003, 0.000, -0.002], [0.000, 0.002, -0.002], [0.006, 0.003, 0.008], [0.001, 0.004, -0.001], [0.002, 0.004, 0.001], [0.001, 0.000, 0.006], [0.000, -0.007, 0.006], [-0.011, -0.006, 0.005], [-0.016, -0.015, 0.009], [-0.004, -0.001, -0.022], [-0.004, 0.000, -0.001], [0.001, 0.006, 0.003], [-0.001, -0.001, 0.002], [0.005, 0.012, 0.009], [0.001, -0.002, 0.006], [-0.003, 0.001, 0.000], [0.005, -0.010, 0.018], [0.010, -0.006, -0.005], [0.003, -0.006, -0.014]], "lowdin_charge": [0.68, -0.42, 1.83, -0.37, -0.40, -0.40, -0.42, -0.57, -0.04, -0.62, -0.03, -0.02, -0.15, 0.29, -0.28, -0.31, -0.15, -0.63, -0.04, -0.04, -0.03, 0.08, 0.08, 0.07, 0.09, 0.07, 0.07, 0.09, 0.07, 0.08, 0.07, 0.08, 0.08, 0.07, 0.08, 0.07, 0.08, 0.07, 0.08, -0.02, -0.51, -0.01, 0.00, -0.02, -0.63, -0.03, -0.02, -0.09, 0.05, -0.38, -0.10, -0.63, -0.03, -0.03, -0.04, -0.09, -0.64, -0.03, -0.03, -0.03, 0.09, 0.07, 0.06, 0.08, 0.08, 0.07, 0.08, 0.06, 0.09, 0.08, 0.08, 0.08, 0.08, 0.08, 0.08, 0.08, 0.06, 0.09, 0.08, 0.08, 0.09, 0.07, 0.08, 0.08, 0.07, 0.08, 0.08]}

***

Entry 2:
{"formula": "Cl3H4NSi2", "method": "ωB97M-V with the def2-TZVPD basis set", "lumo_ev": -1.0, "smiles": "Cl[SiH](Cl)Cl.N=[SiH2]", "homo_energy_ev": -9.1, "gap_ev": 8.131, "energy_ha": -2016.720403, "e_above_lowest_kcal_mol": 117.9, "species": ["Cl", "Si", "Cl", "Cl", "H", "N", "Si", "H", "H", "H"], "xyz": [[-3.297685, -0.136843, -0.788215], [-1.507796, 0.876547, -0.683209], [-1.818073, 2.865033, -0.555209], [-0.803093, 0.489103, -2.400729], [-0.578835, 1.121362, 0.138928], [0.745974, -1.066412, 1.779320], [1.745918, -0.904020, 0.462184], [1.197672, -1.668144, 2.558421], [2.930582, 0.012393, 0.327062], [1.385336, -1.589019, -0.838552]], "forces_ev_per_angstrom": [[0.408, 0.103, 0.941], [-5.767, 0.362, -1.732], [-1.108, 1.479, -0.299], [1.913, -0.963, -3.561], [4.540, -0.986, 4.680], [2.760, -1.720, -0.763], [-1.524, -0.364, 1.606], [-1.144, 1.805, -1.136], [-0.230, -0.369, -0.060], [0.153, 0.655, 0.323]], "nbo_charge": [-0.33, 1.26, -0.39, -0.33, -0.22, -1.42, 1.43, 0.41, -0.21, -0.21]}

***

Entry 3:
{"formula": "C6H12N2O5", "method": "ωB97M-V with the def2-TZVPD basis set", "lumo_ev": 0.9, "smiles": "COC1=C(OC)N(OC)N(OC)O1", "homo_energy_ev": -7.9, "gap_ev": 8.821, "energy_ha": -721.214060, "e_above_lowest_kcal_mol": 220.1, "species": ["C", "O", "C", "C", "O", "C", "N", "O", "C", "N", "O", "C", "O", "H", "H", "H", "H", "H", "H", "H", "H", "H", "H", "H", "H"], "xyz": [[-2.807404, 1.785491, 0.017463], [-1.425605, 2.091454, 0.174855], [-0.508564, 1.033438, 0.074557], [-0.669189, -0.269556, -0.188844], [-1.739005, -0.969286, -0.726568], [-1.392194, -2.044198, -1.596072], [0.582287, -0.874014, -0.071648], [0.762210, -1.927854, 0.851452], [0.547290, -1.469563, 2.176057], [1.539551, 0.221349, 0.213520], [2.318098, 0.463985, -0.956937], [3.264484, 1.396156, -0.612355], [0.757409, 1.385678, 0.417731], [-2.925077, 0.822087, 0.441977], [-2.942718, 1.777536, -0.956138], [-3.213199, 2.674202, 0.476763], [-2.319537, -2.292682, -2.067531], [-0.976925, -2.798715, -1.003164], [-0.755704, -1.740474, -2.402808], [-0.320362, -0.802152, 2.156912], [1.411464, -0.935653, 2.551683], [0.341693, -2.296886, 2.665683], [4.131419, 0.845613, -0.273809], [2.804878, 2.020674, 0.135221], [3.534698, 1.903365, -1.497995]], "forces_ev_per_angstrom": [[2.266, 0.824, 3.525], [3.632, -1.299, -0.157], [-3.049, 1.551, 0.115], [-0.620, 0.055, -0.213], [0.608, 1.267, 0.849], [-0.688, 1.316, -0.373], [2.742, 0.293, -1.368], [-0.192, 1.036, -0.521], [0.351, 3.612, -2.302], [-0.046, -1.954, 0.107], [-2.936, -1.676, -0.600], [0.839, -0.246, 0.948], [-0.721, 0.217, 0.207], [-1.134, -0.698, 0.721], [-1.451, -0.211, -4.739], [-1.029, -0.382, 0.300], [-0.620, -0.598, 0.020], [0.652, -1.484, 0.457], [0.786, 0.285, -0.223], [0.002, -0.034, 0.352], [0.195, 0.018, 0.142], [-0.917, -3.812, 2.848], [0.515, 0.246, 0.611], [0.667, 0.785, 0.183], [0.146, 0.889, -0.890]], "nbo_charge": [-0.23, -0.50, 0.51, 0.20, -0.51, -0.24, -0.06, -0.36, -0.27, 0.21, -0.38, -0.26, -0.36, 0.19, 0.17, 0.20, 0.19, 0.19, 0.18, 0.17, 0.18, 0.19, 0.17, 0.20, 0.19]}

***

Entry 4:
{"formula": "C4H12", "method": "ωB97M-V with the def2-TZVPD basis set", "lumo_ev": 1.2, "smiles": "CC.CC", "homo_energy_ev": -11.7, "gap_ev": 12.870, "energy_ha": -159.581941, "e_above_lowest_kcal_mol": 1.9, "species": ["C", "C", "H", "H", "H", "H", "H", "H", "C", "C", "H", "H", "H", "H", "H", "H"], "xyz": [[-0.712926, -1.323689, -1.994027], [-0.320447, 0.118551, -2.248624], [-1.289364, -1.741604, -2.820378], [0.146405, -1.978252, -1.841769], [-1.266118, -1.413922, -1.053584], [0.235687, 0.572008, -1.434825], [-1.180981, 0.779839, -2.388915], [0.300864, 0.202526, -3.135790], [0.809079, 0.090168, 1.648810], [0.226995, 1.124954, 2.593607], [0.134730, -0.777740, 1.667766], [0.894641, 0.453893, 0.623786], [1.819671, -0.252336, 1.881583], [-0.730362, 1.451681, 2.200396], [0.046976, 0.708952, 3.585874], [0.827661, 2.027652, 2.734101]], "forces_ev_per_angstrom": [[0.040, -0.190, 0.556], [-0.040, 0.379, -0.210], [-0.115, 0.055, 0.132], [0.206, 0.133, -0.205], [-0.272, 0.024, -0.263], [0.177, -0.181, 0.214], [-0.070, -0.249, -0.104], [0.060, 0.042, -0.166], [0.070, -0.345, -0.154], [0.083, 0.297, 0.173], [0.333, 0.080, -0.262], [-0.288, 0.061, 0.036], [-0.116, 0.022, 0.403], [-0.231, 0.088, 0.032], [0.024, -0.048, -0.023], [0.139, -0.168, -0.158]], "nbo_charge": [-0.61, -0.60, 0.20, 0.20, 0.20, 0.20, 0.20, 0.20, -0.61, -0.61, 0.20, 0.20, 0.20, 0.20, 0.20, 0.20]}